[1]
101
Properties=species:S:1:pos:R:3 method="wB97M-V/def2-TZVPD" total_charge=0 relative_energy_ev=2.1497 s2=0.7541 spin_multiplicity=2 lumo_ev="-0.01 / -0.04" homo_energy_ev="-6.65 / -7.83" orbital_gap_ha="0.244 / 0.286"
Ti 0.16 -0.05 1.11
C 4.73 -2.50 1.78
N 3.96 -1.83 2.82
C 4.05 -2.10 4.18
C 3.12 -1.37 4.79
N 2.45 -0.64 3.80
C 2.99 -0.93 2.59
S 2.66 -0.26 1.07
C 1.35 0.22 4.11
C 1.35 0.89 5.25
C 0.10 1.46 5.74
C -1.03 0.98 5.24
C -0.97 -0.05 4.12
N 0.20 0.23 3.24
H 5.72 -2.73 2.17
H 4.82 -1.85 0.92
H 4.23 -3.43 1.49
H 4.76 -2.80 4.58
H 2.83 -1.31 5.82
H 2.25 0.97 5.85
H 0.11 2.20 6.53
H -1.99 1.29 5.63
H -0.76 -1.02 4.59
C -4.19 2.56 -5.13
C -2.67 2.68 -5.25
C -2.28 4.16 -5.32
C -2.22 2.00 -6.54
C -2.00 2.05 -4.02
C -2.37 2.47 -2.74
C -1.76 1.91 -1.64
Br -2.34 2.55 0.05
C -0.75 0.93 -1.71
O -0.26 0.42 -0.57
C -0.35 0.53 -3.00
C -1.01 1.10 -4.10
C 0.71 -0.54 -3.34
C 1.63 -0.88 -2.17
C -0.02 -1.82 -3.77
C 1.62 -0.04 -4.48
H -4.67 2.91 -6.05
H -4.59 3.15 -4.30
H -4.49 1.51 -4.97
H -2.77 4.64 -6.17
H -1.20 4.27 -5.43
H -2.58 4.69 -4.41
H -2.74 2.46 -7.39
H -2.47 0.94 -6.54
H -1.15 2.11 -6.71
H -3.13 3.22 -2.59
H -0.72 0.75 -5.08
H 1.09 -1.35 -1.36
H 2.15 0.00 -1.80
H 2.39 -1.59 -2.52
H -0.64 -2.20 -2.96
H 0.71 -2.60 -4.04
H -0.66 -1.64 -4.64
H 2.00 0.96 -4.26
H 1.11 -0.01 -5.45
H 2.47 -0.72 -4.59
N 2.27 -8.04 -3.75
C 1.93 -7.21 -3.03
C 1.51 -6.17 -2.12
C 2.43 -5.20 -1.71
C 2.03 -4.19 -0.85
C 0.71 -4.14 -0.38
C -0.19 -5.12 -0.80
C 0.20 -6.12 -1.66
C 0.30 -3.06 0.48
C -0.04 -2.14 1.21
H 3.45 -5.24 -2.08
H 2.71 -3.41 -0.55
H -1.22 -5.08 -0.44
H -0.51 -6.87 -1.99
C -3.49 -1.40 4.65
Si -2.73 -0.25 3.38
C -3.70 1.35 3.40
C -2.95 -1.01 1.70
C -0.02 1.50 2.45
Si 1.21 2.91 2.29
C 0.53 4.42 3.17
C 2.99 2.77 2.86
C 1.27 3.33 0.47
H -4.57 -1.46 4.51
H -3.30 -1.05 5.67
H -3.08 -2.41 4.55
H -4.74 1.11 3.63
H -3.68 1.84 2.42
H -3.36 2.08 4.14
H -2.63 -2.05 1.68
H -2.42 -0.49 0.90
H -4.02 -0.95 1.47
H -0.99 1.92 2.71
H 0.56 4.31 4.26
H -0.51 4.61 2.88
H 1.12 5.31 2.91
H 3.09 2.67 3.95
H 3.48 3.71 2.57
H 3.53 1.95 2.39
H 0.28 3.60 0.09
H 1.63 2.48 -0.12
H 1.95 4.17 0.28

=====

[2]
102
Properties=species:S:1:pos:R:3 method="wB97M-V/def2-TZVPD" total_charge=+3 relative_energy_ev=0.4001 s2=1.2442 spin_multiplicity=2 lumo_ev="-8.01 / -10.96" homo_energy_ev="-15.07 / -15.33" orbital_gap_ha="0.260 / 0.161"
Ru -0.68 -0.56 0.51
C 3.77 4.55 -1.93
C 3.49 4.02 -0.50
C 4.37 4.78 0.50
C 3.80 2.53 -0.48
C 5.08 2.02 -0.57
C 5.32 0.65 -0.63
C 4.27 -0.27 -0.60
C 2.96 0.20 -0.52
P 1.58 -1.01 -0.47
C 1.75 -1.86 -2.04
C 1.89 -1.04 -3.17
C 2.01 -1.61 -4.43
C 2.00 -2.99 -4.57
C 1.86 -3.80 -3.46
C 1.72 -3.25 -2.20
C 2.17 -1.92 0.97
C 2.86 -3.12 1.02
C 3.24 -3.65 2.25
C 2.93 -2.98 3.43
C 2.27 -1.76 3.38
C 1.89 -1.23 2.16
C 2.78 1.58 -0.46
O 1.49 1.91 -0.33
C 1.11 3.18 -0.15
C -0.26 3.29 0.06
C -0.78 4.56 0.22
C 0.08 5.66 0.18
C 1.45 5.50 -0.02
C 2.02 4.25 -0.20
P -1.31 1.79 0.05
C -2.40 2.09 1.47
C -1.85 2.62 2.64
C -2.63 2.77 3.77
C -3.97 2.38 3.76
C -4.52 1.85 2.60
C -3.74 1.69 1.46
C -2.22 2.01 -1.49
C -1.74 1.39 -2.64
C -2.35 1.62 -3.86
C -3.44 2.48 -3.94
C -3.91 3.11 -2.80
C -3.31 2.88 -1.57
H 4.81 4.38 -2.19
H 3.57 5.62 -1.99
H 3.14 4.04 -2.67
H 5.42 4.66 0.25
H 4.22 4.41 1.52
H 4.15 5.84 0.48
H 5.93 2.70 -0.59
H 6.34 0.28 -0.69
H 4.47 -1.33 -0.66
H 1.92 0.04 -3.06
H 2.12 -0.97 -5.30
H 2.10 -3.43 -5.55
H 1.87 -4.88 -3.57
H 1.61 -3.90 -1.34
H 3.14 -3.64 0.11
H 3.79 -4.58 2.29
H 3.24 -3.39 4.38
H 2.08 -1.21 4.30
H 1.45 -0.23 2.12
H -1.84 4.71 0.39
H -0.32 6.66 0.31
H 2.08 6.38 -0.05
H -0.82 2.95 2.66
H -2.21 3.20 4.67
H -4.58 2.51 4.64
H -5.56 1.56 2.58
H -4.18 1.28 0.56
H -0.89 0.72 -2.58
H -1.98 1.13 -4.75
H -3.91 2.67 -4.90
H -4.75 3.79 -2.87
H -3.70 3.37 -0.69
S -2.59 -0.87 -0.68
C -3.47 -2.27 -0.11
N -4.46 -2.68 -0.96
C -5.30 -3.69 -0.67
C -5.15 -4.35 0.51
C -4.11 -3.91 1.34
N -3.30 -2.90 1.04
H -4.56 -2.18 -1.84
H -6.06 -3.91 -1.41
H -5.79 -5.17 0.79
H -3.93 -4.39 2.30
Br -1.62 -5.41 -2.57
C -1.08 -4.71 -0.93
C -0.91 -5.52 0.19
C -0.51 -4.91 1.37
C -0.34 -3.54 1.40
N -0.50 -2.76 0.32
C -0.85 -3.35 -0.83
H -1.07 -6.58 0.13
H -0.34 -5.49 2.26
H -0.05 -3.04 2.31
H -0.95 -2.72 -1.70
Cl -1.67 -0.72 3.00
C -1.33 -1.41 4.64
Cl -1.25 -3.16 4.66
H -2.17 -1.08 5.24
H -0.39 -0.99 4.97

=====

[3]
9
Properties=species:S:1:pos:R:3 method="wB97M-V/def2-TZVPD" total_charge=0 relative_energy_ev=2.5445 lumo_ev=0.60 homo_energy_ev=-9.17 orbital_gap_ha=0.359
C 2.21 -0.37 -0.20
C -0.46 0.64 -0.40
N 2.74 -1.02 0.61
N -1.16 1.47 -1.21
S -1.69 -0.51 0.27
H 1.83 0.45 -0.83
H -1.06 -0.77 1.33
H -0.79 2.10 -1.93
H -2.20 1.42 -1.29

=====

[4]
12
Properties=species:S:1:pos:R:3 method="wB97M-V/def2-TZVPD" total_charge=0 relative_energy_ev=1.9179 smiles="[H]/N=C(/C=C)NS" lumo_ev=0.73 homo_energy_ev=-9.09 orbital_gap_ha=0.361
H 0.34 -1.48 -1.37
N -0.17 -1.29 -0.47
C 0.01 -0.09 -0.13
C -0.51 0.39 1.20
C -1.18 -0.50 1.91
N 0.67 0.76 -0.97
S 1.07 0.44 -2.55
H -0.54 1.46 1.35
H -1.64 -0.26 2.90
H -1.23 -1.47 1.39
H 0.76 1.71 -0.70
H 2.42 0.33 -2.57

=====

[5]
16
Properties=species:S:1:pos:R:3 method="wB97M-V/def2-TZVPD" total_charge=0 relative_energy_ev=4.9927 lumo_ev=0.08 homo_energy_ev=-8.67 orbital_gap_ha=0.322
C -1.36 -0.19 1.21
C -0.55 0.85 1.45
N 0.38 1.34 0.55
N 0.11 1.14 -0.84
C 1.05 0.01 -1.34
C 0.74 -1.26 -0.54
N -0.68 -1.68 -0.60
N -1.68 -1.17 0.07
H -2.09 -0.23 2.05
H -0.40 1.34 2.44
H 0.42 2.33 0.60
H -0.83 0.63 -0.93
H 0.51 -0.04 -2.40
H 2.17 0.28 -1.25
H 1.11 -2.17 -1.03
H 1.10 -1.16 0.55

=====

[6]
13
Properties=species:S:1:pos:R:3 method="wB97M-V/def2-TZVPD" total_charge=0 relative_energy_ev=1.7767 lumo_ev=0.87 homo_energy_ev=-8.35 orbital_gap_ha=0.339
C -1.77 0.11 0.30
C -0.49 -0.34 -0.40
C 0.78 -0.42 0.43
C 1.96 0.01 -0.06
O 1.95 1.22 -0.68
H -1.72 1.18 0.55
H -1.91 -0.44 1.23
H -2.64 -0.05 -0.34
H -0.63 -1.39 -0.72
H -0.34 0.22 -1.33
H 0.76 -1.08 1.28
H 2.92 -0.50 -0.05
H 1.13 1.49 -0.20